Entry 1:
Entry from OMol25: 3 unconnected molecules or ions with the total composition C5H18NO2 in a non-equilibrium geometry (ωB97M-V/def2-TZVPD).

The max |F| is 2.54 eV Å⁻¹. For the total energy, the calculation gives -406.37644 hartree. The multiplicity is 2. Its expectation value of S² is 0.751. As for the net charge: 0. The value obtained for the highest occupied orbital energy (spin up / spin down) is -2.64 / -11.32 eV. Its frontier orbital gap (spin up / spin down) is 3.24 / 11.95 eV.

```
26
C5H18NO2 | OMol25 | ωB97M-V/def2-TZVPD
C -0.391 -0.059 0.055
C 0.321 -0.439 -1.226
C 1.447 0.338 -1.921
C 1.173 1.841 -2.090
C 2.747 0.161 -1.109
N -1.844 -0.489 -0.016
H -0.341 1.002 0.289
H 0.000 -0.615 0.912
H -0.455 -0.505 -2.015
H 0.573 -1.520 -1.247
H 1.569 -0.302 -2.822
H 0.113 2.169 -2.035
H 1.168 2.147 -3.154
H 1.754 2.363 -1.347
H 2.704 0.688 -0.141
H 2.861 -0.907 -0.935
H 3.572 0.631 -1.670
H -2.469 0.292 -0.195
H -1.901 -1.225 -0.716
H -2.173 -1.007 0.994
H -2.194 -1.013 3.058
H -2.791 -2.284 2.342
O -2.658 -1.328 2.217
H -0.662 -0.541 4.695
H -0.804 0.711 3.963
O -1.320 -0.108 4.116
```

Entry 2:
Entry from OMol25: 4 unconnected molecules or ions with the total composition C5H18NO2 in a non-equilibrium geometry (ωB97M-V/def2-TZVPD).

The max |F| is 2.32 eV Å⁻¹. For the total energy, the calculation gives -406.06139 hartree. As for the net charge: +1. The value obtained for the highest occupied orbital energy is -14.71 eV. Its frontier orbital gap is 6.04 eV.

```
26
C5H18NO2 | OMol25 | ωB97M-V/def2-TZVPD
C 0.018 -2.578 1.367
C 1.002 -1.690 0.467
C 1.679 -0.570 1.369
C 1.584 0.868 0.912
C 2.494 1.168 -0.284
N 0.271 -1.186 -0.546
H -0.681 -1.880 1.759
H -0.554 -3.269 0.762
H 0.532 -3.102 2.165
H 1.807 -2.347 0.120
H 2.731 -0.865 1.440
H 1.297 -0.673 2.380
H 1.614 1.561 1.753
H 0.586 1.145 0.562
H 2.416 0.354 -1.016
H 3.522 1.402 -0.055
H 2.046 1.998 -0.816
H -2.431 4.571 -5.719
H -1.716 4.739 -5.616
H 0.462 -1.700 -1.420
H -0.871 -0.478 -0.093
H -2.436 -0.073 0.190
O -1.523 -0.048 0.531
H -4.898 1.027 0.646
H -4.446 1.117 -0.799
O -4.506 0.509 -0.058
```

Entry 3:
Entry from OMol25: 3 unconnected molecules or ions with the total composition C5H18NO2 in a non-equilibrium geometry (ωB97M-V/def2-TZVPD).

The max |F| is 4.32 eV Å⁻¹. For the total energy, the calculation gives -406.23148 hartree. As for the net charge: +1. The value obtained for the highest occupied orbital energy is -13.79 eV. Its frontier orbital gap is 10.58 eV.

```
26
C5H18NO2 | OMol25 | ωB97M-V/def2-TZVPD
C -0.447 -0.066 -1.157
C 0.532 -0.057 0.042
C 0.906 -1.473 0.420
C 2.494 -1.635 0.249
C 3.405 -0.480 0.753
N -1.901 0.227 -0.617
H -0.497 -0.980 -1.830
H -0.358 0.756 -1.996
H 1.333 0.654 -0.113
H 0.022 0.540 0.774
H 0.548 -1.649 1.405
H 0.474 -2.228 -0.247
H 2.589 -2.550 0.766
H 2.748 -1.948 -0.812
H 3.176 0.550 0.092
H 4.439 -0.693 0.519
H 3.168 -0.318 1.760
H -2.178 1.241 -0.674
H -2.489 -0.325 -1.256
H -1.974 -0.069 0.403
H -4.272 0.923 1.298
H -3.254 0.699 2.494
O -3.633 0.240 1.634
H -1.332 3.238 -0.733
H -1.958 2.912 -1.946
O -1.543 2.492 -1.225
```

Entry 4:
Entry from OMol25: 4 unconnected molecules or ions with the total composition C5H18NO3 in a non-equilibrium geometry (ωB97M-V/def2-TZVPD).

The max |F| is 2.57 eV Å⁻¹. For the total energy, the calculation gives -481.53238 hartree. As for the net charge: +1. The value obtained for the highest occupied orbital energy is -12.69 eV. Its frontier orbital gap is 9.98 eV.

```
27
C5H18NO3 | OMol25 | ωB97M-V/def2-TZVPD
C 1.737 -1.345 0.907
C 0.283 -1.984 0.813
C -0.784 -1.024 0.307
C -2.008 -1.183 0.787
C -3.138 -0.297 0.325
N 1.734 0.159 1.129
H 2.304 -1.559 -0.004
H 2.253 -1.859 1.720
H -0.031 -2.195 1.826
H 0.395 -2.878 0.227
H -0.598 -0.307 -0.458
H -2.317 -1.918 1.519
H -3.489 0.290 1.184
H -4.057 -0.776 0.011
H -2.752 0.384 -0.464
H 0.949 0.468 1.687
H 1.676 0.595 0.113
H 2.648 0.352 1.527
H 1.982 3.477 -0.155
H 1.063 3.428 1.099
O 1.369 2.920 0.340
H -1.658 1.356 -3.042
H -0.362 0.945 -3.676
O -0.729 1.213 -2.824
H 1.391 -0.100 -1.974
H 0.650 1.165 -1.518
O 1.489 0.676 -1.407
```

Entry 5:
Entry from OMol25: 5 unconnected molecules or ions with the total composition C5H18NO5S in a non-equilibrium geometry (ωB97M-V/def2-TZVPD).

The max |F| is 1.53 eV Å⁻¹. For the total energy, the calculation gives -1030.49988 hartree. As for the net charge: -1. The value obtained for the highest occupied orbital energy is -4.02 eV. Its frontier orbital gap is 7.26 eV.

```
30
C5H18NO5S | OMol25 | ωB97M-V/def2-TZVPD
C 1.772 1.908 0.809
N 1.997 0.746 -0.038
C 1.292 -0.461 0.335
C 1.474 -1.567 -0.711
S 0.197 -1.414 -2.003
C -0.237 -0.205 0.359
O -0.976 -0.781 1.139
C 0.900 3.004 0.163
H 2.731 2.328 1.095
H 1.259 1.615 1.728
H 1.782 0.928 -1.014
H 1.499 -0.875 1.326
H 2.539 -1.610 -0.968
H 1.298 -2.525 -0.210
H -0.571 0.667 -0.217
H 0.891 2.913 -0.925
H -0.120 2.961 0.558
H 1.250 4.013 0.360
H -3.398 1.572 -1.890
H -2.330 2.041 -0.918
O -3.273 2.125 -1.090
H -2.065 -0.696 -2.394
H -2.180 -0.132 -3.772
O -2.655 -0.140 -2.932
H -0.094 -1.458 2.799
H -0.101 -2.941 3.176
O 0.333 -2.110 3.390
H -1.260 -2.668 1.003
H -0.924 -3.628 -0.062
O -1.029 -3.610 0.903
```

Entry 6:
Entry from OMol25: 5 unconnected molecules or ions with the total composition C5H18NO6 in a non-equilibrium geometry (ωB97M-V/def2-TZVPD).

The max |F| is 8.78 eV Å⁻¹. For the total energy, the calculation gives -707.42722 hartree. As for the net charge: -1. The value obtained for the highest occupied orbital energy is -4.54 eV. Its frontier orbital gap is 7.81 eV.

```
30
C5H18NO6 | OMol25 | ωB97M-V/def2-TZVPD
C -1.546 -2.033 -1.787
C -0.713 -1.289 -0.739
N -1.534 -0.460 0.099
C -1.862 1.637 1.396
C -0.965 0.933 0.185
C -0.957 1.590 -1.296
O -0.475 0.989 -2.230
O -1.293 2.740 -1.433
H -0.865 -1.967 -2.621
H -2.561 -1.691 -2.011
H -1.447 -2.956 -1.276
H -0.073 -1.991 -0.200
H 0.183 -0.643 -1.209
H -2.482 -0.348 -0.214
H -1.395 1.553 2.309
H -1.684 2.660 0.971
H -2.839 1.353 1.098
H 0.026 0.962 0.733
H 3.331 0.615 -0.437
H 3.127 -0.736 -0.695
O 3.653 -0.279 -0.127
H 1.267 0.319 -1.640
H 2.061 1.608 -2.275
O 2.221 0.727 -2.022
H 0.944 -1.605 2.482
H 2.083 -2.241 1.862
O 1.369 -2.505 2.262
H 1.388 0.831 2.486
H 0.165 1.337 3.092
O 0.871 0.892 3.236
```

Entry 7:
Entry from OMol25: a molecular structure, C5H18NOZn in a non-equilibrium geometry (ωB97M-V/def2-TZVPD).

The max |F| is 1.71 eV Å⁻¹. For the total energy, the calculation gives -2110.40725 hartree. As for the net charge: -1. The value obtained for the highest occupied orbital energy (spin up / spin down) is 0.56 / -0.61 eV. Its frontier orbital gap (spin up / spin down) is 2.39 / 3.60 eV.

```
26
C5H18NOZn | OMol25 | ωB97M-V/def2-TZVPD
C 2.449 2.153 -2.622
Zn 2.080 0.673 -1.317
N 0.271 0.020 -2.165
H 3.343 -0.009 -0.390
H 2.647 -0.491 -0.186
H 3.499 2.479 -2.512
H 1.763 2.975 -2.415
H 2.338 1.731 -3.626
H -0.417 0.675 -1.774
H -0.106 -0.910 -2.054
H 0.444 0.232 -3.148
C 0.271 -0.586 2.556
C -0.057 -1.248 1.252
O -0.750 -0.422 0.315
C -1.987 0.175 0.784
C -3.059 -0.816 1.137
H 0.790 0.371 2.431
H 0.944 -1.265 3.118
H -0.615 -0.430 3.198
H 0.858 -1.539 0.706
H -0.653 -2.176 1.435
H -1.727 0.807 1.660
H -2.295 0.827 -0.047
H -2.785 -1.413 2.014
H -3.988 -0.299 1.359
H -3.262 -1.513 0.291
```

Entry 8:
Entry from OMol25: a gas-phase ion, C5H18NSi2 (charge +1) in a non-equilibrium geometry (ωB97M-V/def2-TZVPD).

The max |F| is 3.03 eV Å⁻¹. For the total energy, the calculation gives -834.75267 hartree. As for the net charge: +1. The value obtained for the highest occupied orbital energy is -13.90 eV. Its frontier orbital gap is 10.52 eV.

```
26
C5H18NSi2 | OMol25 | ωB97M-V/def2-TZVPD
C 3.180 -0.660 -0.625
Si 1.774 0.603 -0.289
C 1.846 1.579 1.394
C -0.036 -0.538 -0.492
N 0.087 -1.879 0.220
Si -1.588 0.235 0.288
C -2.146 1.740 -0.712
C -2.949 -1.061 0.140
H 3.839 -0.894 0.337
H 2.703 -1.478 -1.128
H 4.026 -0.421 -1.292
H 1.279 1.499 -1.343
H 2.297 1.009 2.208
H 2.358 2.614 1.239
H 0.863 1.866 1.575
H -0.212 -1.007 -1.461
H -0.739 -2.415 0.068
H 0.064 -1.648 1.267
H 0.984 -2.290 -0.211
H -1.207 0.620 1.648
H -1.575 1.691 -1.663
H -3.203 1.889 -1.025
H -1.768 2.791 -0.440
H -3.333 -1.305 -0.955
H -2.784 -2.011 0.699
H -3.761 -0.530 0.555
```